One molecule with the formula C4H14N3P at a distorted geometry, computed with the ωB97M-V functional and the def2-TZVPD basis.

The geometry in ORCA input format:
```
! RIJCOSX wB97M-V def2-TZVPD def2/J DEFGRID3
* xyz 0 1
P 0.6520 0.1549 0.7958
N 2.0334 0.8392 -0.1088
N -0.7584 1.0274 0.3393
N 0.4032 -1.2709 -0.2283
C 1.5013 -2.1489 -0.4423
C -1.1027 1.1190 -1.0851
C -1.1528 2.1129 1.2485
C -0.7666 -2.0215 0.2420
H -0.5834 -2.3355 1.3262
H -0.6982 3.1566 0.9616
H -0.8092 2.0157 2.2279
H 1.8126 -2.6351 0.5119
H -0.6100 0.1556 -1.5216
H 1.2200 -3.0081 -1.2410
H 2.4978 -1.6458 -0.6253
H -0.5453 2.0285 -1.3826
H 1.6742 1.2952 -1.0064
H -1.7228 -1.3339 0.1739
H 2.3532 1.7142 0.4508
H -2.1169 1.3158 -1.4699
H -2.2672 2.3515 1.2147
H -1.0143 -2.8866 -0.3814
*
```

* relative energy (zero: lowest compared OMol25 entry of this formula, charge and spin): 4.4 kcal per mole
* SMILES: CN(C)P(N)N(C)C
* highest occupied orbital energy: -8.09 eV
* orbital gap: 9.01 eV

Atom charges from the natural (NBO) analysis, given in e for atoms 1 to 6: 1.29, -1.16, -0.77, -0.77, -0.43, -0.46